[1]
C36H45Cl3KN12O3S2Se | ωB97M-V with the def2-TZVPD basis set

Geometry as XYZ:
```
103
Properties=species:S:1:pos:R:3:mulliken_charge:R:1
Se 3.895 -3.990 -0.564 -0.25
K -0.909 -1.382 0.124 0.73
Cl -6.098 -0.890 -0.918 -0.29
Cl -2.750 -0.379 3.140 0.01
Cl -8.105 0.554 3.702 -0.26
S 2.940 -1.105 -1.025 -0.11
S 1.982 2.477 -1.780 0.93
O -1.409 0.945 -1.437 -0.22
O 3.430 2.914 -1.878 -0.94
O -3.569 -1.144 0.371 -0.37
N 1.433 0.060 4.008 -0.05
N 0.983 -2.399 2.807 -0.32
N 3.163 -0.399 1.553 -0.29
N -3.479 1.798 -1.088 -0.39
N 4.241 0.957 0.015 -0.33
N -2.194 -2.797 -3.105 -0.70
N 0.064 3.476 3.921 -0.09
N 1.815 -2.146 -0.322 0.32
N -3.134 -0.013 -2.505 -0.28
N 1.223 -5.130 -2.705 -0.66
N 1.794 -3.571 4.442 -0.10
N 0.582 2.042 2.300 -0.26
C -4.360 -0.490 2.544 0.15
C 0.628 2.283 3.573 0.21
C 1.260 -2.376 4.045 -0.13
C 1.100 -1.098 4.757 -0.49
C -1.111 -4.620 -2.025 -0.31
C -2.201 -3.794 -2.210 -0.45
C -0.056 3.148 1.746 -0.34
C -0.542 3.383 0.428 0.33
C -1.146 4.586 0.145 -1.06
C -2.612 0.892 -1.692 0.37
C 0.091 -3.250 -3.597 -0.18
C -6.747 0.043 2.770 0.38
C 1.720 -4.455 3.350 0.27
C -5.830 -0.756 0.769 0.74
C 1.173 -4.105 0.895 3.47
C 1.011 3.893 -2.268 -0.46
C -0.382 4.060 2.743 0.60
C 1.650 1.470 -3.301 -0.87
C 1.159 6.147 -3.509 -1.52
C 0.056 -4.420 -2.779 0.57
C -1.100 5.276 2.459 -1.17
C 2.932 0.272 -5.118 -1.25
C -1.425 5.493 1.140 -0.49
C 1.293 -3.648 2.296 -0.62
C -6.974 -0.423 1.494 -0.80
C 1.944 -5.836 3.355 -1.83
C -4.509 -0.854 1.138 -0.64
C 2.872 1.511 -4.243 -0.09
C 3.437 -0.098 0.278 0.60
C 1.633 -6.372 2.052 -0.39
C 1.066 1.327 4.630 -0.88
C 2.238 -3.349 0.001 -1.02
C -5.451 -0.082 3.309 -0.64
C 1.574 4.681 -3.409 -0.37
C -1.007 -2.504 -3.747 -0.43
C 1.213 -5.623 0.931 -0.85
H 1.017 0.023 3.084 0.18
H -5.353 0.245 4.357 0.34
H -1.034 -1.602 -4.322 0.43
H -3.089 -3.964 -1.637 0.38
H 0.225 1.200 5.344 0.39
H -2.619 -0.878 -2.548 0.14
H -1.311 5.937 3.287 0.40
H -7.908 -0.470 0.920 0.37
H 4.167 1.415 -0.882 0.27
H 3.956 0.271 -5.593 0.37
H -1.947 6.405 0.814 0.36
H 3.293 0.262 2.281 0.31
H 0.034 -1.069 5.113 0.32
H 1.839 -7.408 1.839 0.41
H 0.997 4.506 -1.336 0.32
H 1.646 0.460 -2.903 0.02
H 2.790 -0.719 -4.644 0.21
H -0.112 3.822 4.855 0.22
H 1.866 1.727 5.179 0.38
H 1.745 -1.042 5.655 0.26
H 0.265 -3.671 0.449 -1.02
H -3.014 2.321 -0.326 0.13
H 2.549 -1.229 1.689 0.02
H 2.211 0.280 -5.966 0.34
H 0.758 1.708 -3.813 0.90
H 0.022 3.502 -2.485 0.23
H 3.758 1.642 -3.532 0.26
H 1.967 -3.815 5.394 0.20
H 1.434 4.214 -4.428 0.16
H 1.284 -6.091 -0.036 -0.02
H -0.473 2.620 -0.354 0.79
H 2.751 2.440 -4.804 0.22
H -1.137 -5.424 -1.312 0.36
H -4.434 1.574 -0.935 0.27
H -4.093 -0.185 -2.212 0.13
H 2.227 -6.408 4.207 0.39
H 2.600 4.767 -3.191 0.34
H 1.286 -5.593 -1.773 0.26
H 1.717 6.620 -4.275 0.45
H 1.054 -3.133 -4.121 0.38
H -1.518 4.758 -0.848 0.53
H 4.582 1.486 0.816 0.19
H 1.266 6.550 -2.495 0.35
H 2.094 -4.532 -2.644 0.28
H 0.143 6.290 -3.869 0.32
```

Properties
Highest occupied orbital energy = -2.53 eV
E_tot = -202997.6441 eV
Charge = -1
Energy relative to the best compared isomer or geometry (same formula, charge and spin) = 377.0 kJ/mol

***

[2]
C6H11NO2S | ωB97M-V with the def2-TZVPD basis set

Geometry as XYZ:
```
21
Properties=species:S:1:pos:R:3:nbo_charge:R:1
S 1.820 -0.258 0.113 2.29
O 2.839 -0.925 0.847 -0.96
O 1.854 -0.332 -1.315 -0.96
N 0.375 -0.912 0.524 -0.85
C -2.082 -1.287 0.609 -0.60
C 2.139 1.530 0.622 -0.83
C -1.154 0.909 0.125 0.05
C -0.888 -0.746 -1.560 -0.62
C -0.918 -0.426 -0.074 -0.02
C -0.940 2.060 0.265 -0.24
H 0.264 -1.189 1.450 0.40
H -0.362 -1.691 -1.826 0.24
H 1.957 1.567 1.711 0.24
H -1.914 -0.790 -2.022 0.21
H -1.883 -2.352 0.299 0.22
H -0.707 3.112 0.265 0.24
H -0.291 -0.030 -2.172 0.25
H -2.830 -0.910 -0.100 0.23
H -2.085 -1.091 1.700 0.22
H 3.217 1.618 0.580 0.25
H 1.588 2.141 -0.040 0.23
```

Properties
Highest occupied orbital energy = -10.50 eV
E_tot = -22817.1362 eV
Energy relative to the best compared isomer or geometry (same formula, charge and spin) = 288.1 kJ/mol
Structure (SMILES) = C#CC(C)(C)NS(C)(=O)=O

***

[3]
C40H40FN5O4ReS2SeSi | ωB97M-V with the def2-TZVPD basis set

Geometry as XYZ:
```
95
Properties=species:S:1:pos:R:3:mulliken_spin:R:1
Re -0.463 -0.164 1.476 0.91
Se -0.671 2.381 2.303 -0.01
S -8.540 3.494 1.713 0.00
S 1.088 -2.306 -2.452 0.00
Si 2.613 1.368 0.637 0.00
F 0.183 -0.530 3.782 -0.01
O 1.273 -1.342 -1.351 0.00
O -8.742 5.349 -0.074 0.00
O -1.303 1.263 -0.884 0.01
O 0.083 -2.213 1.349 0.01
N -0.929 -5.840 4.021 0.01
N -0.189 -2.951 2.373 0.00
N -2.685 3.834 0.621 0.00
N 1.670 0.304 1.640 0.02
N -0.796 -5.108 -0.303 0.01
C 3.671 -0.455 2.878 0.01
C -4.842 0.860 2.266 -0.02
C 1.660 0.912 -3.831 0.00
C -0.207 1.891 -4.980 0.00
C -1.909 3.243 1.243 0.00
C 1.586 2.516 -0.426 0.00
C 4.672 -2.630 0.481 0.00
C 4.233 -0.986 4.026 0.00
C -0.764 -5.083 3.167 0.00
C 2.068 -1.226 4.993 0.00
C -7.162 2.424 2.008 0.01
C 3.730 2.471 1.720 0.00
C -4.995 2.059 2.988 0.02
C -6.132 2.824 2.858 0.00
C -3.593 0.210 2.256 0.12
C 2.043 -1.566 -3.828 0.00
C -7.060 1.199 1.353 -0.01
C 0.133 -0.484 -5.040 0.00
C 3.788 0.481 -0.562 0.01
C 4.638 -3.322 -2.196 0.00
C 3.456 -3.355 -1.463 0.00
C 3.477 -2.982 -0.122 0.00
C 0.923 2.028 -4.192 0.00
C -0.544 -4.184 2.091 0.02
C 1.279 -0.351 -4.264 0.00
C 5.847 -2.604 -0.253 0.00
C -6.594 4.299 -0.182 0.00
C -2.348 1.487 -1.809 0.00
C -1.872 -1.083 -0.988 0.00
C -2.443 -0.135 2.004 -0.10
C 1.545 -0.689 3.846 0.00
C 5.829 -2.942 -1.598 0.00
C -7.979 4.515 0.353 0.00
C -1.175 0.047 -0.250 -0.02
C 2.162 -3.738 -2.093 0.00
C -0.606 0.630 -5.400 0.00
C -0.670 -4.678 0.760 0.00
C 2.282 -0.252 2.725 -0.01
C -5.924 0.428 1.481 0.03
C 3.447 -1.376 5.100 0.01
H 3.886 -1.782 6.001 0.00
H 4.748 2.095 1.813 0.00
H -2.358 2.561 -1.988 0.00
H 4.256 1.224 -1.213 0.00
H -1.609 -1.100 -2.050 0.00
H 1.225 3.004 -3.839 0.00
H 1.327 3.426 0.115 0.00
H 4.672 -2.363 1.529 0.00
H 3.781 3.464 1.269 0.00
H 4.580 -0.077 -0.066 0.00
H -0.187 -1.470 -5.356 0.00
H -5.837 4.556 0.560 0.00
H -1.596 -2.037 -0.543 0.00
H 3.020 -1.308 -3.415 0.00
H 6.775 -2.311 0.219 0.00
H -2.958 -0.976 -0.911 0.00
H -1.503 0.513 -5.994 0.00
H -4.167 2.398 3.596 0.00
H 0.653 2.057 -0.743 0.00
H -7.865 0.877 0.703 0.00
H -3.317 1.205 -1.390 0.00
H 3.323 2.582 2.724 0.00
H -6.422 3.251 -0.426 0.00
H 2.160 2.784 -1.315 0.00
H -6.211 3.770 3.379 0.00
H -6.471 4.922 -1.065 0.00
H 1.549 -4.336 -1.420 0.00
H 4.317 -0.185 2.058 0.00
H 2.553 -2.946 0.439 0.00
H 2.282 -4.279 -3.034 0.00
H 3.219 -0.226 -1.166 -0.01
H -2.180 0.951 -2.750 0.00
H -0.787 2.762 -5.255 0.00
H 2.518 1.015 -3.182 0.00
H 5.309 -1.113 4.072 0.00
H 6.741 -2.910 -2.181 0.00
H -5.831 -0.505 0.940 0.00
H 4.625 -3.610 -3.242 0.00
H 2.148 -2.298 -4.630 0.00
H 1.391 -1.526 5.781 0.00
```

Properties
Highest occupied orbital energy (spin up / spin down) = -1.30 / -1.15 eV
E_tot = -157509.9504 eV
Charge = -2
Energy relative to the best compared isomer or geometry (same formula, charge and spin) = 136.8 kJ/mol
Spin multiplicity = 2
⟨S²⟩ = 0.767

***

[4]
C11H25LiNO8 | ωB97M-V with the def2-TZVPD basis set

Geometry as XYZ:
```
46
Properties=species:S:1:pos:R:3:nbo_charge:R:1
O -3.330 2.843 0.243 -0.76
O 2.927 -2.663 -0.285 -0.55
O -2.304 0.764 -0.842 -0.85
O -0.801 2.673 -1.455 -0.97
O -2.865 -1.251 -1.816 -0.73
O -3.145 2.587 2.438 -0.68
O -3.993 0.538 -2.105 -0.76
O -1.469 2.217 1.134 -0.83
N 0.657 -0.528 0.225 -0.25
C 2.659 -2.179 1.048 -0.08
C -1.212 -0.372 2.029 -0.65
C 1.356 1.247 -1.533 -0.68
C -0.444 0.404 0.982 -0.25
C 0.252 3.413 -0.966 -0.25
C -2.631 2.528 1.249 0.91
C 0.043 -1.360 -0.844 -0.44
C 2.531 -4.068 -0.425 -0.26
C 1.792 0.346 -0.392 -0.21
C -3.004 0.036 -1.600 0.96
C 1.259 -1.537 1.279 -0.24
Li -1.989 2.081 -0.625 0.85
H 0.845 3.162 -0.087 0.11
H 0.906 3.728 -1.780 0.12
H -2.258 2.394 2.750 0.48
H 0.790 -1.965 -1.358 0.21
H 1.279 -0.930 2.185 0.22
H -3.615 -1.205 -2.414 0.50
H -0.087 4.433 -0.786 0.14
H 0.030 1.326 1.322 0.25
H -0.501 -0.751 -1.565 0.27
H -0.763 -1.953 -0.411 0.22
H 2.733 -3.052 1.696 0.18
H -1.209 0.766 0.296 0.33
H 2.370 -4.323 -1.472 0.20
H 1.480 0.721 -2.479 0.19
H 3.173 -4.782 0.090 0.17
H -1.437 -1.394 1.721 0.20
H -0.693 -0.543 2.972 0.18
H 2.032 2.097 -1.432 0.22
H 1.565 -4.111 0.079 0.17
H 3.408 -1.394 1.159 0.20
H 0.327 1.547 -1.331 0.31
H 0.557 -2.351 1.454 0.21
H 2.298 0.819 0.450 0.19
H 2.551 -0.254 -0.894 0.21
H -2.067 0.301 2.098 0.26
```

Properties
Highest occupied orbital energy = -3.47 eV
E_tot = -29882.8505 eV
Charge = -1
Energy relative to the best compared isomer or geometry (same formula, charge and spin) = 668.5 kJ/mol